Record 1
C15H22N5Pd as an isolated structure in a non-equilibrium geometry. Source: the OMol25 dataset; level of theory: ωB97M-V/def2-TZVPD.

Structure (XYZ):
```
43
Properties=species:S:1:pos:R:3:nbo_charge:R:1
Pd 0.530 0.117 0.276 -0.27
N -1.823 2.095 -1.154 -0.85
C -2.813 1.065 -1.486 -0.24
C -2.693 0.651 -2.965 -0.40
C -2.407 -0.833 -3.213 -0.40
C -1.106 -1.367 -2.597 -0.23
N -1.250 -1.779 -1.203 -0.88
H -1.934 2.364 -0.180 0.35
H -0.887 1.674 -1.169 0.38
H -3.807 1.489 -1.304 0.16
H -2.719 0.171 -0.860 0.20
H -1.903 1.255 -3.420 0.21
H -3.612 0.920 -3.498 0.19
H -2.367 -1.001 -4.296 0.19
H -3.241 -1.440 -2.845 0.19
H -0.330 -0.594 -2.639 0.21
H -0.743 -2.193 -3.224 0.16
H -0.453 -1.440 -0.634 0.38
H -1.271 -2.788 -1.121 0.34
C -0.988 0.164 5.520 -0.40
N -1.327 0.268 4.118 -0.35
C -2.588 0.361 3.573 -0.11
C -2.404 0.428 2.225 -0.08
N -1.065 0.381 1.931 -0.46
C -0.452 0.284 3.086 0.19
H -1.904 0.216 6.103 0.21
H -0.336 0.984 5.820 0.21
H -0.492 -0.783 5.729 0.21
H -3.470 0.368 4.190 0.21
H -3.147 0.501 1.448 0.22
H 0.617 0.220 3.210 0.23
N 7.704 -0.377 -1.497 -0.42
C 6.578 -0.302 -1.257 0.32
C 5.178 -0.207 -0.960 -0.28
C 4.367 -1.344 -0.961 -0.17
C 3.020 -1.232 -0.668 -0.29
C 2.379 -0.006 -0.345 -0.23
C 3.252 1.114 -0.371 -0.22
C 4.602 1.030 -0.663 -0.21
H 4.806 -2.308 -1.197 0.20
H 2.428 -2.141 -0.684 0.19
H 2.849 2.096 -0.149 0.19
H 5.224 1.918 -0.666 0.20
```

Output
* LUMO: 0.0902 Ha
* calculated total energy: -986.417876 Eh
* HOMO-LUMO gap: 5.0 eV
* 2S+1: 1
* net charge: -1

***

Record 2
C2H2FIO in the gas phase in a non-equilibrium geometry. Source: the OMol25 dataset; level of theory: ωB97M-V/def2-TZVPD.

Structure (XYZ):
```
7
Properties=species:S:1:pos:R:3:nbo_charge:R:1
O 0.459 -1.823 -1.319 -0.46
C -0.019 -1.132 -0.447 0.34
C -0.977 -0.026 -0.535 0.07
F -1.754 0.072 -1.664 -0.33
I -2.263 -0.180 1.371 0.04
H 0.363 -1.203 0.522 0.12
H -0.415 0.920 -0.596 0.22
```

Output
* energy above the lowest of the compared OMol25 structures with the same formula, charge and spin: 8.7 kcal per mole
* LUMO: -0.0313 Ha
* calculated total energy: -550.159765 Eh
* HOMO-LUMO gap: 9.5 eV
* 2S+1: 1
* net charge: 0
* structure (SMILES): O=C[C@@H](F)I

***

Record 3
C5H12N2O4S in the gas phase in a non-equilibrium geometry. Source: the OMol25 dataset; level of theory: ωB97M-V/def2-TZVPD.

Structure (XYZ):
```
24
Properties=species:S:1:pos:R:3:nbo_charge:R:1
C -3.692 0.045 0.787 -0.43
N -2.795 -1.007 0.566 -0.30
O -1.453 -0.579 0.654 -0.56
S -1.009 0.492 -0.758 2.35
O -1.356 1.859 -0.544 -0.90
O -1.561 -0.177 -1.896 -0.91
N 0.746 0.407 -0.708 -0.58
C 1.221 1.123 0.398 -0.29
C 2.751 1.041 0.432 -0.09
O 3.219 -0.335 0.644 -0.52
C 2.535 -1.138 -0.386 -0.08
C 1.059 -0.970 -0.553 -0.32
H -3.419 0.874 0.246 0.19
H -4.695 -0.336 0.397 0.21
H -3.743 0.326 1.818 0.20
H -2.834 -1.515 -0.358 0.36
H 0.806 0.627 1.321 0.19
H 0.840 2.117 0.303 0.24
H 3.237 1.424 -0.495 0.19
H 3.166 1.574 1.355 0.21
H 2.924 -2.051 -0.369 0.21
H 2.953 -0.778 -1.389 0.16
H 0.822 -1.532 -1.538 0.23
H 0.280 -1.491 0.073 0.24
```

Output
* energy above the lowest of the compared OMol25 structures with the same formula, charge and spin: 75.8 kcal per mole
* LUMO: 0.0238 Ha
* calculated total energy: -1006.212629 Eh
* HOMO-LUMO gap: 10.1 eV
* 2S+1: 1
* net charge: 0
* structure (SMILES): CNOS(=O)(=O)N1CCOCC1

***

Record 4
An isolated ion of composition C8H10BrIN3S and charge +1 in a non-equilibrium geometry. Source: the OMol25 dataset; level of theory: ωB97M-V/def2-TZVPD.

Structure (XYZ):
```
24
Properties=species:S:1:pos:R:3:nbo_charge:R:1
C -2.655 2.740 -0.908 -0.63
C -2.250 1.314 -0.500 -0.21
C -1.106 0.804 -0.595 0.43
N 0.027 0.257 -0.732 -0.34
C 0.478 -0.268 -1.968 -0.16
C 1.488 -1.125 -2.040 0.15
Br 2.320 -1.731 -3.646 0.17
N 1.969 -1.793 -0.940 -0.52
C 1.692 -1.301 0.201 0.09
S 2.141 -2.118 1.634 0.34
C 3.077 -3.533 0.965 -0.69
C 0.922 0.009 0.451 0.23
N 0.123 0.056 1.604 -0.82
I 2.742 1.498 0.352 0.08
H -2.678 3.477 -0.067 0.26
H -3.672 2.736 -1.303 0.26
H -1.820 3.066 -1.730 0.24
H -3.127 0.688 0.036 0.31
H -0.218 0.081 -2.725 0.25
H 4.141 -3.386 1.096 0.24
H 2.862 -3.521 -0.001 0.25
H 2.820 -4.406 1.539 0.25
H 0.578 -0.298 2.402 0.42
H -0.357 0.933 1.710 0.40
```

Output
* energy above the lowest of the compared OMol25 structures with the same formula, charge and spin: 29.3 kcal per mole
* LUMO: -0.1891 Ha
* calculated total energy: -3744.629323 Eh
* HOMO-LUMO gap: 7.1 eV
* 2S+1: 1
* net charge: +1
* structure (SMILES): CC=C=[N+]1C=C(Br)N=C(SC)[C@@]1(N)I

***

Record 5
C4H6O2 in the gas phase. Source: the OMol25 dataset; level of theory: ωB97M-V/def2-TZVPD.

Structure (XYZ):
```
12
Properties=species:S:1:pos:R:3:nbo_charge:R:1
O -1.485 1.372 -0.066 -0.71
C -0.295 0.708 -0.390 0.09
C 0.717 0.474 0.771 -0.44
C 0.787 -0.982 0.318 0.06
O -0.516 -1.517 0.523 -0.48
C -0.275 -0.795 -0.677 0.00
H -2.228 0.857 -0.393 0.48
H 0.217 1.214 -1.222 0.16
H 1.637 1.056 0.681 0.21
H 0.284 0.588 1.768 0.23
H 1.628 -1.667 0.304 0.20
H -0.471 -1.308 -1.614 0.20
```

Output
* energy above the lowest of the compared OMol25 structures with the same formula, charge and spin: 61.3 kcal per mole
* LUMO: 0.0357 Ha
* calculated total energy: -306.408637 Eh
* HOMO-LUMO gap: 11.0 eV
* 2S+1: 1
* net charge: 0
* structure (SMILES): O[C@H]1C[C@H]2O[C@@H]12

***

Record 6
A 2-piece molecular cluster, C5H13NO2 overall in a non-equilibrium geometry. Source: the OMol25 dataset; level of theory: ωB97M-V/def2-TZVPD.

Structure (XYZ):
```
21
Properties=species:S:1:pos:R:3:nbo_charge:R:1
C 1.705 -0.809 -0.739 -0.64
C 0.264 -0.658 -1.317 -0.21
N -0.833 -0.258 -0.432 -0.47
C -1.335 -1.363 0.502 -0.44
C -1.256 1.008 -0.005 0.68
C -0.471 2.300 -0.363 -0.73
O -2.143 1.118 0.809 -0.61
H 1.659 -1.545 0.083 0.20
H 2.359 -0.984 -1.577 0.23
H 2.057 0.136 -0.313 0.20
H 0.067 -1.717 -1.491 0.20
H 0.196 -0.015 -2.178 0.21
H -0.709 -1.448 1.379 0.21
H -1.422 -2.279 -0.064 0.19
H -2.344 -0.966 0.760 0.25
H -0.627 2.802 0.598 0.26
H 0.603 2.136 -0.411 0.21
H -0.869 2.905 -1.171 0.24
O 0.902 0.097 2.303 -0.92
H 0.647 0.157 1.376 0.46
H 1.551 -0.617 2.253 0.46
```

Output
* energy above the lowest of the compared OMol25 structures with the same formula, charge and spin: 36.9 kcal per mole
* LUMO: 0.0260 Ha
* calculated total energy: -403.517734 Eh
* HOMO-LUMO gap: 10.0 eV
* 2S+1: 1
* net charge: 0
* structure (SMILES): CCN(C)C(C)=O.O